ORCA calculation (ωB97M-V/def2-TZVPD) on a molecular structure, C43H39MnN4P2S2.

As for the expectation value of S²: 1.08. Its charge is +1. The orbital gap (alpha / beta) comes out at 7.897 / 8.369 eV. As for the spin multiplicity: 2.

XYZ file:
```
91
C43H39MnN4P2S2, DFT ωB97M-V/def2-TZVPD
Mn -0.127 -0.105 0.251
C 1.586 -0.691 3.308
N 2.812 0.013 3.004
C 2.998 0.733 1.763
P 2.429 -0.195 0.272
C 3.384 -1.737 0.355
C 4.494 -1.887 1.199
C 5.219 -3.064 1.206
C 4.848 -4.103 0.363
C 3.754 -3.955 -0.479
C 3.025 -2.785 -0.469
C 3.232 0.675 -1.118
C 4.370 1.469 -1.012
C 4.911 2.076 -2.139
C 4.327 1.890 -3.382
C 3.197 1.090 -3.500
C 2.654 0.492 -2.374
C 3.823 0.057 3.979
C 3.965 -0.986 4.898
C 4.963 -0.942 5.860
C 5.847 0.126 5.920
C 5.713 1.159 5.005
C 4.707 1.137 4.048
P 0.067 0.077 2.599
C -1.236 -0.791 3.539
C -2.375 -0.115 3.967
C -3.387 -0.793 4.634
C -3.272 -2.151 4.888
C -2.133 -2.831 4.480
C -1.125 -2.156 3.807
C 0.086 1.771 3.254
C 1.106 2.216 4.098
C 1.102 3.520 4.574
C 0.072 4.386 4.234
C -0.968 3.938 3.433
C -0.960 2.639 2.945
H 1.457 -0.733 4.390
H 1.597 -1.735 2.963
H 4.063 0.924 1.657
H 2.499 1.710 1.748
H 4.810 -1.085 1.854
H 6.073 -3.167 1.863
H 5.412 -5.027 0.353
H 3.465 -4.769 -1.134
H 2.152 -2.686 -1.102
H 4.854 1.632 -0.058
H 5.795 2.693 -2.040
H 4.748 2.366 -4.258
H 2.735 0.941 -4.467
H 1.761 -0.119 -2.477
H 3.314 -1.850 4.847
H 5.056 -1.763 6.559
H 6.627 0.153 6.669
H 6.384 2.008 5.041
H 4.594 1.982 3.380
H -2.481 0.946 3.789
H -4.266 -0.252 4.960
H -4.062 -2.676 5.408
H -2.025 -3.888 4.689
H -0.246 -2.713 3.515
H 1.919 1.563 4.385
H 1.906 3.856 5.218
H 0.072 5.402 4.607
H -1.790 4.598 3.184
H -1.797 2.293 2.352
S -2.439 0.406 -0.056
C -1.628 1.897 -0.361
N -0.316 1.904 -0.247
C 0.204 3.199 -0.373
C 1.540 3.570 -0.282
C 1.875 4.904 -0.416
C 0.893 5.874 -0.641
C -0.438 5.517 -0.740
C -0.769 4.171 -0.603
S -2.344 3.433 -0.650
H 2.302 2.826 -0.123
H 2.914 5.201 -0.354
H 1.176 6.914 -0.743
H -1.201 6.265 -0.916
C -1.668 -1.984 -2.242
C -1.062 -2.664 -1.062
N -0.348 -2.135 -0.075
C 0.086 -3.193 0.708
C -0.422 -4.341 0.238
N -1.124 -3.999 -0.894
H -1.217 -1.008 -2.396
H -2.737 -1.828 -2.107
H -1.508 -2.586 -3.137
H 0.712 -3.039 1.561
H -0.298 -5.366 0.543
H -1.577 -4.633 -1.529
```

For each atom in turn, the Mulliken charge in e is: 0.229 -2.557 1.601 -3.207 0.796 0.967 -0.423 -0.725 -0.637 -0.769 -0.079 0.621 -0.048 -0.829 -0.628 -0.710 -0.446 0.556 -0.512 -0.831 -0.593 -0.831 -0.313 1.919 1.024 -0.508 -0.827 -0.581 -1.040 -0.065 1.388 -0.610 -0.701 -0.877 -1.107 -0.729 1.162 0.671 1.341 0.133 0.319 0.486 0.415 0.455 0.387 0.396 0.468 0.419 0.447 0.238 0.397 0.428 0.422 0.420 0.395 0.258 0.447 0.408 0.446 0.238 0.257 0.513 0.421 0.469 0.611 -0.483 0.361 0.239 -0.917 0.669 -1.182 -0.622 -0.591 0.742 -0.255 0.209 0.441 0.423 0.426 -1.521 0.372 0.959 -0.910 -1.178 -0.040 0.150 0.333 0.471 0.862 0.463 0.197

ORCA calculation (ωB97M-V/def2-TZVPD) on 6 unconnected molecules or ions with the total composition C43H40Cl10F7O8PS at a distorted geometry.

The SMILES is CC(=O)OCCCCCCCCO[P@](=O)(O)OS(=O)(=O)C(F)(F)C(F)(F)C(F)(F)F.Clc1ccccc1Cl.Clc1ccccc1Cl.Clc1ccccc1Cl.Clc1ccccc1Cl.Clc1ccccc1Cl. The orbital gap comes out at 6.842 eV. As for the spin multiplicity: 1.

XYZ file:
```
110
C43H40Cl10F7O8PS, DFT ωB97M-V/def2-TZVPD
C 7.083 4.853 0.409
C 7.488 3.515 1.278
O 7.368 3.587 2.616
O 7.936 2.333 0.519
C 8.486 1.294 1.434
C 7.317 0.353 2.130
C 6.342 -0.407 1.025
C 4.899 -0.912 1.676
C 3.674 -0.675 0.580
C 2.510 -1.829 0.623
C 1.119 -1.337 1.368
C -0.197 -1.323 0.376
O -1.316 -2.153 0.863
P -2.386 -1.223 1.912
O -1.515 -0.292 2.900
O -3.201 -2.370 2.963
O -3.453 -0.145 1.056
S -5.103 -0.672 1.188
O -5.650 -0.598 2.640
O -5.252 -2.175 0.729
C -6.066 0.342 -0.060
F -6.903 -0.602 -0.851
F -5.076 0.931 -0.998
C -7.084 1.455 0.584
F -8.381 0.848 1.066
F -7.496 2.346 -0.565
C -6.410 2.449 1.701
F -4.934 2.564 1.628
F -6.946 3.833 1.421
F -6.944 2.070 3.031
H 7.206 4.609 -0.735
H 7.765 5.777 0.676
H 5.940 5.145 0.580
H 9.219 1.787 2.233
H 9.137 0.573 0.748
H 6.684 1.032 2.879
H 7.885 -0.448 2.776
H 6.969 -1.340 0.637
H 6.136 0.337 0.138
H 4.735 -0.349 2.694
H 5.062 -2.059 1.943
H 4.171 -0.690 -0.497
H 3.252 0.433 0.711
H 2.940 -2.734 1.236
H 2.310 -2.175 -0.499
H 1.279 -0.215 1.719
H 0.905 -1.963 2.334
H -0.580 -0.241 0.104
H 0.166 -1.797 -0.655
H -3.429 -1.812 3.782
Cl -4.770 4.232 -6.773
C -5.574 4.369 -5.250
C -5.318 3.387 -4.288
C -5.934 3.451 -3.037
C -6.808 4.496 -2.743
C -7.070 5.476 -3.702
C -6.456 5.415 -4.958
Cl -6.832 6.658 -6.097
H -4.636 2.568 -4.507
H -5.731 2.685 -2.291
H -7.287 4.548 -1.768
H -7.755 6.287 -3.465
Cl -0.935 4.854 -2.753
C -0.501 4.183 -4.284
C -1.534 3.827 -5.157
C -1.242 3.286 -6.410
C 0.085 3.100 -6.796
C 1.120 3.451 -5.927
C 0.831 3.991 -4.670
Cl 2.161 4.396 -3.644
H -2.572 3.970 -4.865
H -2.049 3.011 -7.085
H 0.314 2.682 -7.774
H 2.151 3.300 -6.237
Cl 4.494 -1.033 4.469
C 3.201 -1.035 5.616
C 3.401 -1.717 6.821
C 2.394 -1.746 7.787
C 1.185 -1.093 7.553
C 0.980 -0.414 6.351
C 1.985 -0.384 5.379
Cl 1.661 0.470 3.912
H 4.341 -2.228 7.013
H 2.553 -2.278 8.722
H 0.401 -1.113 8.307
H 0.032 0.091 6.177
Cl -2.970 -2.284 -6.621
C -3.774 -2.147 -5.098
C -3.518 -3.129 -4.136
C -4.134 -3.065 -2.885
C -5.008 -2.020 -2.591
C -5.270 -1.040 -3.550
C -4.656 -1.101 -4.806
Cl -5.032 0.142 -5.946
H -2.836 -3.948 -4.355
H -3.931 -3.831 -2.139
H -5.487 -1.968 -1.616
H -5.955 -0.229 -3.313
Cl 6.763 -6.450 2.068
C 5.041 -6.585 2.098
C 4.449 -7.542 1.267
C 3.062 -7.701 1.256
C 2.262 -6.905 2.075
C 2.849 -5.946 2.903
C 4.238 -5.782 2.917
Cl 4.895 -4.573 3.961
H 5.064 -8.169 0.626
H 2.605 -8.446 0.608
H 1.182 -7.029 2.069
H 2.217 -5.328 3.537
```

Mulliken atomic charge list, values in e, 99 entries: -0.822 0.620 -0.539 -0.336 -0.552 -0.368 -0.709 0.389 -0.813 -0.259 0.054 -0.565 -0.400 0.783 -0.575 -0.454 -0.119 1.347 -0.568 -0.567 0.490 -0.221 -0.244 0.362 -0.238 -0.212 0.628 -0.195 -0.242 -0.198 0.248 0.274 0.252 0.328 0.322 0.285 0.291 0.155 0.315 -0.015 0.110 0.326 0.300 -0.059 0.435 -0.185 0.326 0.211 0.318 0.368 -0.167 0.214 -0.471 -0.214 -0.512 -0.488 0.264 -0.204 0.574 0.259 0.359 0.392 -0.215 -0.071 0.043 -0.404 -0.513 -0.474 0.472 -0.196 0.269 0.302 0.364 0.386 -0.150 0.624 -0.529 -0.504 -0.551 -0.570 0.216 -0.143 0.407 0.361 0.367 0.441 -0.211 0.311 -0.402 -0.782 -0.353 -0.380 0.195 -0.162 0.407 0.424 0.459 0.485 -0.204

ORCA calculation (ωB97M-V/def2-TZVPD) on a molecular structure, C43H40IIrN4O2P2 at a distorted geometry.

The energy relative to the best compared isomer or geometry (same formula, charge and spin) is 4.212 eV. Its charge is +2. The orbital gap (alpha / beta) comes out at 5.401 / 5.407 eV. As for the spin multiplicity: 1.

XYZ file:
```
93
C43H40IIrN4O2P2, DFT ωB97M-V/def2-TZVPD
Ir 0.178 0.020 -0.828
C 4.955 1.176 -1.343
C 4.739 -0.295 -1.338
N 5.744 -1.101 -1.395
C 5.635 -2.419 -1.385
C 4.412 -3.040 -1.218
C 4.369 -4.555 -1.214
O 3.394 -5.085 -2.075
C 3.256 -2.234 -1.110
C 1.982 -2.850 -0.906
N 0.833 -2.279 -0.813
C -0.284 -3.111 -0.676
C -0.318 -4.166 0.237
C -1.412 -5.007 0.298
C -2.482 -4.830 -0.564
C -2.476 -3.782 -1.472
C -1.395 -2.925 -1.495
I -1.332 -1.318 -2.903
C 3.374 -0.815 -1.259
O 2.417 -0.004 -1.315
H 6.016 1.384 -1.249
H 4.404 1.643 -0.527
H 4.592 1.603 -2.278
H 6.545 -2.981 -1.528
H 4.119 -4.919 -0.211
H 5.365 -4.933 -1.461
H 3.722 -5.100 -2.980
H 2.014 -3.940 -0.869
H 0.520 -4.313 0.899
H -1.425 -5.809 1.017
H -3.315 -5.515 -0.543
H -3.307 -3.647 -2.149
C -1.551 2.424 1.017
C -1.776 1.214 1.915
P -0.544 -0.127 1.578
C -1.280 -1.543 2.461
C -0.490 -2.329 3.301
C -1.067 -3.324 4.066
C -2.427 -3.574 3.973
C -3.207 -2.840 3.095
C -2.639 -1.833 2.337
C 0.885 0.303 2.619
C 2.134 0.386 2.016
C 3.260 0.674 2.763
C 3.142 0.887 4.125
C 1.898 0.816 4.732
C 0.769 0.524 3.990
P -1.671 1.906 -0.755
C -1.555 3.420 -1.749
C -1.840 3.307 -3.111
C -1.768 4.415 -3.935
C -1.405 5.646 -3.409
C -1.103 5.760 -2.061
C -1.164 4.652 -1.234
C -3.453 1.524 -0.792
C -3.867 0.223 -0.528
C -5.213 -0.056 -0.380
C -6.150 0.958 -0.516
C -5.740 2.247 -0.820
C -4.395 2.537 -0.955
H -0.574 2.872 1.206
H -2.326 3.176 1.189
H -2.774 0.809 1.729
H -1.709 1.486 2.972
H 0.571 -2.140 3.386
H -0.455 -3.890 4.752
H -2.873 -4.338 4.587
H -4.264 -3.035 3.015
H -3.270 -1.268 1.669
H 2.205 0.220 0.951
H 4.228 0.727 2.290
H 4.023 1.106 4.704
H 1.804 0.974 5.795
H -0.189 0.453 4.484
H -2.125 2.345 -3.518
H -1.991 4.327 -4.988
H -1.351 6.517 -4.041
H -0.822 6.718 -1.649
H -0.922 4.756 -0.188
H -3.119 -0.556 -0.423
H -5.536 -1.063 -0.162
H -7.200 0.745 -0.384
H -6.472 3.030 -0.954
H -4.073 3.546 -1.170
N 1.341 2.545 -2.412
C 2.126 3.627 -2.477
C 2.379 4.014 -1.179
C 1.692 3.094 -0.387
N 1.066 2.210 -1.152
H 0.951 2.014 -3.175
H 2.441 4.049 -3.409
H 2.963 4.842 -0.839
H 1.632 3.038 0.683
```

For each atom in turn, the Mulliken charge in e is: 2.777 -0.980 0.500 -0.602 -1.274 1.182 -0.989 -0.511 0.397 -0.926 0.114 -0.468 0.426 -1.098 -0.724 -0.432 0.085 0.178 -0.301 -0.644 0.402 0.162 0.202 0.372 0.293 0.458 0.322 0.900 0.623 0.470 0.470 0.522 -1.493 -1.486 1.322 0.622 -0.861 -0.788 -0.633 -0.846 -0.500 -0.231 0.068 -0.841 -0.740 -0.879 -0.298 1.866 0.394 -0.291 -0.783 -0.523 -0.875 -0.496 0.525 0.034 -0.507 -0.890 -0.659 -1.106 0.341 0.848 0.666 0.782 0.597 0.473 0.449 0.503 0.127 0.499 0.519 0.436 0.462 0.442 0.472 0.454 0.443 0.463 0.392 0.162 0.516 0.410 0.459 0.442 -0.014 -0.484 -1.201 -0.568 0.186 0.135 0.550 0.543 0.485